Model one:
Here is the ion C5H8NOS with charge +1 from OMol25. Energies are from ωB97M-V/def2-TZVPD.

The geometry in XYZ format:
```
16
Properties=species:S:1:pos:R:3
C 1.28 0.76 1.09
C 0.85 0.11 0.02
C 0.19 1.58 1.80
C 0.24 -1.55 -1.39
C -0.69 0.34 -0.35
N -1.03 -1.05 -0.91
O 1.26 -0.99 -0.61
S -1.36 1.28 1.00
H 2.21 0.63 1.50
H 0.04 1.43 2.82
H 0.45 2.73 1.76
H 0.31 -2.55 -1.47
H 0.27 -1.00 -2.36
H -0.74 0.87 -1.25
H -1.82 -1.10 -1.63
H -1.46 -1.51 -0.03
```

Computed properties:
**SMILES**: C1=C2OC[NH2+][C@H]2SC1
**Charge**: +1

These are the Mulliken partial charges, in e, on atoms 1 to 4:
1 C -0.61
2 C 0.39
3 C -0.57
4 C -0.46

---

Model two:
Here is the ion C5H8NOS with charge +1 from OMol25. Energies are from ωB97M-V/def2-TZVPD.

The geometry in XYZ format:
```
16
Properties=species:S:1:pos:R:3
C -0.95 0.39 -0.04
C -0.05 1.49 0.11
C 2.85 -1.06 0.12
C 1.85 -0.32 0.55
C -3.16 -0.13 -0.11
N -2.12 0.74 0.01
O 3.85 -0.58 -0.68
S 1.54 1.34 0.35
H -0.59 -0.50 -0.34
H -0.25 2.52 0.24
H 2.84 -2.09 0.33
H 1.04 -0.89 0.95
H -3.73 -0.29 -1.05
H -2.94 -1.17 0.00
H -3.91 0.23 0.57
H 3.72 0.33 -1.02
```

Computed properties:
**Charge**: +1

These are the Mulliken partial charges, in e, on atoms 1 to 4:
1 C -0.44
2 C 0.08
3 C 0.28
4 C -0.48

---

Which is most stable, and by how much? model one, by 0.0471 hartree.

---

Model one:
Here is an isolated molecule of C4H5N3O3 from OMol25. Energies are from ωB97M-V/def2-TZVPD.

The geometry in XYZ format:
```
15
Properties=species:S:1:pos:R:3
C 0.05 0.59 1.62
C -0.16 0.29 -0.78
C 0.37 1.18 0.27
C 0.46 -1.53 0.81
N 0.11 -0.63 1.87
N -0.18 -1.22 -0.45
N -0.78 0.77 -1.93
O -0.75 -2.08 -1.11
O -0.76 1.99 -2.06
O -1.26 0.00 -2.74
H -0.23 1.27 2.42
H -0.05 2.17 0.12
H 1.47 1.27 0.23
H 1.55 -1.50 0.66
H 0.18 -2.55 1.09
```

Computed properties:
**Charge**: 0

These are the Mulliken partial charges, in e, on atoms 1 to 4:
1 C 0.08
2 C 0.04
3 C -0.64
4 C -0.50

---

Model two:
Here is an isolated molecule of C4H5N3O3 from OMol25. Energies are from ωB97M-V/def2-TZVPD.

The geometry in XYZ format:
```
15
Properties=species:S:1:pos:R:3
C 0.14 0.57 2.98
C 1.11 -0.46 1.14
C -0.93 0.32 -0.44
C -0.07 0.06 -1.66
N 1.29 -0.01 2.38
N -0.82 0.64 2.05
N -0.36 0.17 0.82
O 0.20 0.77 4.18
O 1.78 -1.02 0.35
O -2.06 0.66 -0.47
H -0.44 -0.84 -2.16
H 1.06 -0.14 -1.54
H -0.29 0.88 -2.37
H 1.75 -0.52 3.09
H -1.80 0.95 2.32
```

Computed properties:
**SMILES**: CC(=O)n1[nH]c(=O)[nH]c1=O
**Charge**: 0

These are the Mulliken partial charges, in e, on atoms 1 to 4:
1 C 0.37
2 C 0.36
3 C 0.70
4 C -0.86

---

Which is most stable, and by how much? model two, by 0.2320 hartree.